Entry 1:
14
Properties=species:S:1:pos:R:3:lowdin_charge:R:1 method="wB97M-V/def2-TZVPD" e_above_lowest_kj_mol=177.2 fmax_ha_per_bohr=0.118 smiles="C#C/C(C)=C(/C)Br" lumo_energy_ev=0.9 total_charge=0
C -1.075 1.879 -2.845 0.09
C -0.741 1.199 -1.907 -0.09
C -0.240 0.481 -0.579 -0.35
C -1.157 -0.116 0.351 -0.08
C 1.087 0.414 -0.444 -0.70
C 1.711 -0.141 0.794 -0.13
Br 2.343 1.164 -1.672 0.75
H -1.198 2.601 -3.529 -0.01
H -2.092 -0.499 -0.076 0.09
H -1.411 0.660 1.161 0.13
H -0.585 -0.977 0.797 0.08
H 1.917 0.736 1.545 0.14
H 2.634 -0.568 0.418 0.06
H 1.029 -0.798 1.188 0.01


Entry 2:
19
Properties=species:S:1:pos:R:3:lowdin_charge:R:1 method="wB97M-V/def2-TZVPD" e_above_lowest_kj_mol=129.3 fmax_ha_per_bohr=0.045 lumo_energy_ev=3.1 total_charge=-1
C 1.146 -1.706 -1.786 -0.04
C -0.029 -0.776 -1.754 -0.35
C -2.033 -0.021 -2.101 -0.23
C -0.161 0.407 -1.127 -0.11
N -1.241 -1.016 -2.419 0.08
N -1.424 0.915 -1.311 0.06
H -3.102 0.014 -2.240 0.10
H 1.164 -2.178 -2.764 0.07
H 1.031 -2.481 -1.031 0.07
H -1.688 1.827 -0.973 0.15
H 0.559 1.087 -0.692 0.11
H 2.035 -1.110 -1.590 0.08
C 0.084 0.658 2.364 -0.07
C 1.120 0.787 3.550 -0.80
O 1.992 -0.122 3.595 -0.12
O 0.963 1.790 4.259 -0.10
H 0.101 -0.322 1.888 0.04
H 0.412 1.278 1.521 0.03
H -0.927 0.971 2.611 0.04


Entry 3:
6
Properties=species:S:1:pos:R:3:lowdin_charge:R:1 method="wB97M-V/def2-TZVPD" fmax_ha_per_bohr=0.136 lumo_energy_ev=-6.2 total_charge=+1
P 1.725 0.890 -0.022 1.02
O 2.094 -0.649 -0.054 -0.33
O 0.255 0.534 0.430 -0.87
F -3.476 -0.051 -0.456 -0.61
Pb -1.689 0.361 -0.164 1.61
H 1.091 -1.086 0.267 0.18


Entry 4:
6
Properties=species:S:1:pos:R:3:lowdin_charge:R:1 method="wB97M-V/def2-TZVPD" e_above_lowest_kj_mol=406.6 fmax_ha_per_bohr=0.079 lumo_energy_ev="-3.3 / -3.3" total_charge=0
C 0.958 0.090 -0.061 -0.61
N -0.046 0.824 0.004 0.15
O -1.710 -0.719 -0.295 -0.75
Cl 2.595 0.825 0.237 0.55
Cl -3.000 -0.136 0.281 0.65
H 1.203 -0.884 -0.167 0.02